[1]
Here is C36H43BrF4HfN3O14P5Te as an isolated structure at a distorted geometry from OMol25. Energies are from the ωB97M-V functional and the def2-TZVPD basis.

Cartesian coordinates (Å):
Hf: 0.39 1.61 -0.07
O: 0.14 4.15 -3.12
P: -0.13 4.05 -1.55
O: -0.69 5.26 -0.99
O: -0.73 2.66 -1.32
O: 1.47 3.88 -0.98
P: 2.38 2.66 -1.51
O: 3.20 3.22 -2.74
O: 3.24 2.23 -0.39
O: 1.38 1.63 -1.99
H: 0.37 3.31 -3.54
H: 4.15 3.12 -2.62
F: -7.22 -0.24 -3.93
C: -5.93 -0.07 -3.66
C: -4.99 -0.98 -4.09
F: -5.36 -2.02 -4.83
C: -3.66 -0.79 -3.77
F: -2.82 -1.66 -4.33
C: -3.18 0.26 -2.97
P: -1.41 0.04 -2.23
C: -0.52 0.27 -3.82
C: -0.99 1.25 -4.70
C: -0.30 1.56 -5.86
C: 0.88 0.89 -6.16
C: 1.37 -0.07 -5.29
C: 0.68 -0.37 -4.12
C: -1.60 -1.78 -1.97
C: -1.05 -2.80 -2.75
C: -1.29 -4.12 -2.43
C: -2.10 -4.46 -1.35
C: -2.65 -3.46 -0.57
C: -2.38 -2.13 -0.87
C: -4.14 1.25 -2.69
Br: -3.78 3.02 -2.09
C: -5.49 1.05 -2.99
F: -6.39 1.98 -2.66
H: -1.91 1.78 -4.48
H: -0.68 2.32 -6.52
H: 1.42 1.13 -7.07
H: 2.29 -0.58 -5.51
H: 1.11 -1.08 -3.43
H: -0.46 -2.56 -3.62
H: -0.85 -4.90 -3.04
H: -2.27 -5.50 -1.11
H: -3.27 -3.71 0.27
H: -2.79 -1.34 -0.24
C: 2.15 5.15 1.97
C: 1.61 4.01 2.80
O: 1.77 4.25 4.21
P: 2.36 2.35 2.52
O: 3.86 2.49 2.11
O: 2.38 1.66 3.94
O: 1.60 1.45 1.59
P: -0.18 3.71 2.47
O: -0.38 2.37 3.39
O: -1.06 4.75 3.01
O: -0.22 3.21 1.04
H: 3.21 5.31 2.17
H: 1.59 6.05 2.21
H: 2.02 4.96 0.91
H: 1.14 4.95 4.44
H: 3.93 2.42 1.12
H: 2.52 2.30 4.65
H: -0.88 2.64 4.18
C: -1.01 -1.76 4.45
C: 0.25 -1.32 3.74
N: -0.13 -0.80 2.44
C: -1.21 -0.02 2.22
N: -1.30 0.60 1.05
C: -2.54 1.34 0.77
C: -3.74 0.85 1.54
C: -3.36 0.81 3.01
N: -2.19 -0.03 3.16
C: -1.96 -0.57 4.49
H: -0.80 -2.10 5.46
H: -1.47 -2.58 3.89
H: 0.93 -2.16 3.58
H: 0.78 -0.56 4.33
H: 0.61 -0.69 1.76
H: -2.73 1.24 -0.29
H: -2.38 2.40 0.97
H: -4.02 -0.15 1.22
H: -4.58 1.52 1.38
H: -4.16 0.38 3.61
H: -3.16 1.83 3.37
H: -2.93 -0.88 4.89
H: -1.55 0.20 5.15
C: 5.03 -5.68 1.93
C: 4.19 -4.51 1.51
C: 2.81 -4.60 1.40
C: 2.04 -3.54 0.92
C: 0.55 -3.73 0.79
C: 2.66 -2.36 0.54
Te: 1.63 -0.80 -0.60
C: 4.04 -2.22 0.70
C: 4.77 -0.95 0.35
C: 4.78 -3.30 1.18
H: 4.42 -6.57 2.08
H: 5.56 -5.46 2.86
H: 5.78 -5.90 1.17
H: 2.32 -5.53 1.68
H: 0.25 -4.70 1.17
H: 0.27 -3.66 -0.26
H: 0.00 -2.95 1.32
H: 4.23 -0.08 0.70
H: 4.86 -0.86 -0.74
H: 5.77 -0.95 0.78
H: 5.86 -3.20 1.28

Calculated values
Energy relative to the best compared isomer or geometry (same formula, charge and spin) (kcal per mole): 51.3
Frontier orbital gap (eV): 7.148
HOMO level (Ha): -0.261
E (hartree): -7612.228658

[2]
Here is an isolated ion of composition C5H9N2 and charge +1 at a distorted geometry from OMol25. Energies are from the ωB97M-V functional and the def2-TZVPD basis.

Cartesian coordinates (Å):
C: 1.95 0.16 0.26
C: 0.81 0.85 -0.45
C: 0.87 -0.67 -0.44
N: -0.29 -0.71 0.50
C: -1.74 -0.65 -0.13
N: -1.69 0.77 -0.15
C: -0.38 0.82 0.52
H: 2.95 0.13 -0.22
H: 1.92 0.05 1.39
H: 1.06 1.56 -1.14
H: 0.85 -1.40 -1.30
H: -0.15 -1.30 1.32
H: -2.40 -1.10 0.59
H: -1.59 -0.98 -1.16
H: -1.65 1.14 -1.08
H: -0.53 1.35 1.48

Calculated values
Charge: +1
Energy relative to the best compared isomer or geometry (same formula, charge and spin) (kcal per mole): 105.3
SMILES: C1[C@H]2[C@@H]1[N@@H+]1CN[C@H]21
Frontier orbital gap (eV): 11.243
HOMO level (Ha): -0.528
E (hartree): -305.062209

[3]
Here is C2H11N2O2Pt as an isolated structure at a distorted geometry from OMol25. Energies are from the ωB97M-V functional and the def2-TZVPD basis.

Cartesian coordinates (Å):
C: 2.09 0.67 -0.13
Pt: 0.21 -0.12 0.19
N: -1.76 -0.75 0.52
N: 0.67 -1.92 -0.65
H: -2.40 -0.24 -0.13
H: 1.53 -0.09 1.05
H: 2.35 1.64 0.31
H: 1.57 0.80 -1.11
H: 2.98 0.06 -0.31
H: 0.02 -2.19 -1.39
H: 0.68 -2.67 0.05
H: 1.60 -1.93 -1.08
H: -1.98 -1.75 0.44
H: -2.09 -0.48 1.45
O: -2.11 1.70 -0.69
C: -1.39 2.25 0.16
O: -0.41 1.71 0.85
H: -1.53 3.31 0.47

Calculated values
Charge: +1
Energy relative to the best compared isomer or geometry (same formula, charge and spin) (kcal per mole): 40.0
Frontier orbital gap (alpha / beta) (eV): 5.177 / 6.622
Multiplicity: 5
HOMO level (alpha / beta) (Ha): -0.319 / -0.551
E (hartree): -461.516114